Entry from the Open Molecules 2025 dataset: an isolated molecule of C5H8Cl2S in a non-equilibrium geometry (the ωB97M-V functional and the def2-TZVPD basis).

Last column: natural (NBO) charge in e.
CARTESIAN COORDINATES (ANGSTROEM)
1 C -0.35185 -2.38850 -0.19745  -0.758
2 C -0.30885 0.35159 -0.62380  -0.155
3 C -0.04140 1.04499 0.67197  -0.479
4 C 1.50343 1.13219 0.95656  -0.393
5 C -1.12932 0.69844 -1.60042  -0.192
6 H -1.37551 -2.43770 -0.56850  0.223
7 H -0.35379 -2.28777 0.91561  0.215
8 H 0.10425 -3.40711 -0.38845  0.239
9 H -0.59343 2.06229 0.58652  0.240
10 H -0.58246 0.45692 1.41727  0.231
11 H 1.88692 0.07114 1.01300  0.234
12 H 2.04940 1.62099 0.13930  0.219
13 H -1.21239 0.09772 -2.43976  0.225
14 S 0.69856 -1.10456 -0.91246  0.212
15 Cl 1.79040 1.93726 2.50036  -0.049
16 Cl -2.08396 2.15210 -1.46973  -0.014

Force components x, y, z for each atom (eV/Å):
0.509 -1.388 1.249
0.923 -0.615 -0.004
-0.529 1.705 -0.649
-1.050 -1.499 -0.347
0.219 1.284 1.893
0.129 0.358 -0.139
-0.207 -0.026 -0.828
-0.263 1.262 -0.002
1.328 -1.459 0.555
0.375 0.165 0.433
-0.317 1.369 0.157
-0.270 0.130 0.362
-0.460 -0.659 -1.690
-0.494 -0.487 -0.718
0.175 0.207 0.137
-0.068 -0.345 -0.409

Output
- Orbital gap: 9.77 eV
- Calculated total energy: -1513.85432 a.u.
- Relative energy (zero: lowest compared OMol25 entry of this formula, charge and spin): 49.04 kJ/mol
- Lowest unoccupied orbital energy: 0.65 eV
- E_HOMO: -9.12 eV